Record 1
C4H11NS | the ωB97M-V functional and the def2-TZVPD basis

The energy above the lowest of the compared OMol25 structures with the same formula, charge and spin comes out at 33.3 kcal/mol. Its LUMO energy is 0.9 eV. Its gap between HOMO and LUMO is 9.75 eV. The SMILES is NCCCCS.

Geometry as ORCA input:
```
! RIJCOSX wB97M-V def2-TZVPD def2/J DEFGRID3
* xyz 0 1
N 1.51442 1.15457 -0.39464
C 0.82489 0.03732 -1.27068
C 0.43196 -1.07620 -0.29659
C -0.11380 -0.75148 1.08452
C -1.36701 0.20526 1.15292
S -2.50223 0.23333 -0.22069
H 1.80731 1.81553 -1.07811
H 2.27686 0.78795 0.20535
H -0.04583 0.64935 -1.50093
H 1.17063 -0.35694 -2.22892
H -0.40718 -1.57033 -0.84307
H 1.26831 -1.73448 -0.37748
H 0.72453 -0.31582 1.68260
H -0.34245 -1.82088 1.56540
H -0.89892 1.12319 1.02390
H -1.95404 0.06889 2.03835
H -2.38746 1.55075 -0.54193
*
```

Record 2
C16H8BrCl4N2O3RhS | the ωB97M-V functional and the def2-TZVPD basis

The energy above the lowest of the compared OMol25 structures with the same formula, charge and spin comes out at 50.2 kcal/mol. Its LUMO energy (spin up / spin down) is 2.1 / 2.1 eV. Its gap between HOMO and LUMO (spin up / spin down) is 5.64 / 5.65 eV.

Geometry as ORCA input:
```
! RIJCOSX wB97M-V def2-TZVPD def2/J DEFGRID3
* xyz -1 2
Rh -0.18588 -0.51816 -0.20217
Cl -7.12143 -1.99289 -0.09691
C -5.61780 -1.13558 -0.12822
C -5.61594 0.25411 -0.18028
Cl -7.11571 1.11804 -0.22984
C -4.40092 0.94182 -0.19959
Cl -4.36221 2.67358 -0.25943
C -3.17014 0.27007 -0.17252
O -2.02217 0.85045 -0.16668
C -3.17288 -1.17373 -0.15294
O -2.02916 -1.77087 -0.18360
C -4.40780 -1.83550 -0.11014
Cl -4.38875 -3.56615 -0.05019
O 2.11212 -0.39417 -0.38878
N 2.85545 -1.42519 -0.08042
C 4.18740 -1.22999 0.05878
C 5.03381 -2.26862 0.32959
C 4.51552 -3.55702 0.47294
C 3.15123 -3.73231 0.37331
C 2.30016 -2.65576 0.12259
S 0.58761 -2.79703 0.07906
H 4.49183 -0.20263 -0.06869
H 6.09215 -2.07710 0.43561
H 5.16459 -4.39877 0.66925
H 2.70294 -4.70638 0.50577
Br 1.83669 6.06834 -0.04088
C 1.27348 4.26243 -0.03784
C 1.60697 3.43287 1.02101
C 1.17847 2.12185 0.97223
N 0.46856 1.62568 -0.03633
C 0.14715 2.43584 -1.04350
C 0.52873 3.76139 -1.09229
H 2.17831 3.80290 1.85991
H 1.41195 1.42744 1.76811
H -0.45793 1.99877 -1.82559
H 0.24360 4.39225 -1.92133
*
```

Record 3
C21H26NO2 | the ωB97M-V functional and the def2-TZVPD basis

The energy above the lowest of the compared OMol25 structures with the same formula, charge and spin comes out at 65.5 kcal/mol. Its LUMO energy is -5.1 eV. Its gap between HOMO and LUMO is 5.28 eV.

Geometry as ORCA input:
```
! RIJCOSX wB97M-V def2-TZVPD def2/J DEFGRID3
* xyz 1 1
C -0.11061 0.75730 2.56707
N -1.46873 0.77024 2.13752
C -2.23249 -0.43121 2.41929
C -3.70357 0.00460 2.39134
C -3.69868 1.55256 2.38680
C -2.22355 1.98124 2.40813
H 0.41105 1.64082 2.18314
H -0.02450 0.75518 3.67059
H 0.38994 -0.13972 2.18495
H -2.00341 -1.22138 1.68747
H -1.96996 -0.83919 3.41473
H -4.18292 -0.38303 1.48980
H -4.21728 -0.38569 3.27302
H -4.18147 1.93340 1.48367
H -4.21246 1.94806 3.26685
H -1.96166 2.40518 3.39797
H -1.99805 2.76082 1.66306
C -3.53476 0.39042 -4.95341
O -3.02762 1.52977 -4.21334
C -1.89308 1.36146 -3.48487
C -1.53836 2.39637 -2.57924
C -0.48961 2.21600 -1.71809
C 0.26326 0.99955 -1.69699
C 1.27184 0.85207 -0.71734
C 1.94684 -0.33373 -0.33564
C 3.14573 -0.18249 0.42743
C 3.88377 -1.28727 0.78305
C 3.44003 -2.58080 0.40330
O 4.29225 -3.58476 0.74530
C 5.45521 -2.94850 1.41456
C 5.17447 -1.44181 1.52270
C 2.23134 -2.76668 -0.28644
C 1.48547 -1.66346 -0.61618
C -0.02579 0.03493 -2.70722
C -1.09514 0.19164 -3.56434
H -4.46657 0.76835 -5.37478
H -2.83901 0.09363 -5.75428
H -3.72747 -0.46764 -4.28851
H -2.14540 3.30008 -2.58537
H -0.22375 3.00788 -1.01786
H 1.60922 1.77578 -0.23897
H 3.49921 0.81309 0.70590
H 5.57664 -3.42571 2.39526
H 6.34389 -3.14785 0.80003
H 5.98479 -0.85314 1.07662
H 5.08097 -1.14949 2.57748
H 1.92512 -3.77765 -0.53546
H 0.52072 -1.79277 -1.10256
H 0.60481 -0.84360 -2.82161
H -1.34066 -0.59288 -4.28456
*
```

Record 4
C28H23N4O8SSiV | the ωB97M-V functional and the def2-TZVPD basis

The energy above the lowest of the compared OMol25 structures with the same formula, charge and spin comes out at 0.0 kcal/mol. Its LUMO energy is -9.1 eV. Its gap between HOMO and LUMO is 5.38 eV.

Geometry as ORCA input:
```
! RIJCOSX wB97M-V def2-TZVPD def2/J DEFGRID3
* xyz 2 1
V 0.35753 -0.18809 -0.32504
S 2.55316 0.17341 -0.09748
C 2.46920 -0.76081 1.32204
N 2.29537 -1.34161 2.30071
C -0.71800 -0.78765 3.31338
C -1.03623 0.26848 2.33091
N -1.93982 1.17331 2.52233
O -0.34883 0.34959 1.21529
H -1.60813 -1.07349 3.87081
H 0.02810 -0.39440 4.01079
H -0.27177 -1.65101 2.82398
H -2.49539 1.17249 3.36854
H -2.15881 1.86182 1.80974
O 0.16940 -3.71365 -1.99263
C -0.49751 -2.80822 -1.68711
O 0.17515 -1.77335 -0.83283
C -1.87231 -2.44413 -2.10326
C -2.31062 -2.95389 -3.32567
C -3.54079 -2.54334 -3.79916
C -4.35693 -1.65267 -3.13090
C -3.89174 -1.18621 -1.91676
C -2.67876 -1.57100 -1.38471
N -4.68350 -0.19832 -1.16250
O -4.14863 0.27913 -0.17130
O -5.79269 0.04559 -1.53840
N -3.99574 -3.05885 -5.11670
O -5.12464 -2.79184 -5.43726
O -3.20506 -3.72830 -5.73217
H -1.70532 -3.63646 -3.90788
H -5.30932 -1.34901 -3.54533
H -2.43205 -1.23159 -0.39005
O 0.15444 0.97315 -1.45099
Si 0.36312 1.82927 -3.05308
C 0.43724 0.41685 -4.22666
C -0.12983 0.56126 -5.49688
C -0.08325 -0.47702 -6.41687
C 0.51852 -1.67973 -6.07868
C 1.08995 -1.84553 -4.82196
C 1.05015 -0.80299 -3.90975
C -1.06791 2.94117 -3.26139
C -2.30085 2.73728 -2.64267
C -3.38471 3.55221 -2.92859
C -3.24361 4.58040 -3.85133
C -2.02430 4.80148 -4.47302
C -0.93754 3.99028 -4.17879
C 1.95751 2.66069 -2.72911
C 1.99937 3.89754 -2.06649
C 3.20240 4.54574 -1.85361
C 4.38741 3.96681 -2.29231
C 4.37082 2.74377 -2.94741
C 3.16540 2.09508 -3.16489
H -0.61826 1.48735 -5.77272
H -0.52039 -0.34873 -7.39686
H 0.55144 -2.48763 -6.79677
H 1.57436 -2.77759 -4.56409
H 1.54893 -0.94732 -2.95236
H -2.41242 1.94428 -1.91927
H -4.33600 3.39084 -2.44005
H -4.08812 5.21501 -4.08274
H -1.91731 5.60983 -5.18247
H 0.01301 4.18544 -4.65983
H 1.08026 4.36328 -1.73114
H 3.22213 5.50648 -1.35869
H 5.32725 4.47668 -2.12866
H 5.29393 2.30622 -3.29983
H 3.16197 1.15380 -3.70043
*
```